Record 1
{"formula": "C17H26O16S", "method": "ωB97M-V with the def2-TZVPD basis set", "mol_weight_g_mol": 518.45, "e_homo_ev": -8.9, "spin_multiplicity": 1, "gap_ev": 9.18, "lumo_energy_ev": 0.2, "fmax_ev_per_a": 6.25, "elements": ["C", "C", "O", "C", "O", "O", "H", "H", "H", "H", "C", "C", "O", "C", "O", "O", "H", "H", "H", "H", "C", "C", "O", "C", "O", "O", "H", "H", "H", "H", "C", "C", "O", "C", "O", "O", "H", "H", "H", "H", "C", "C", "O", "C", "O", "O", "H", "H", "H", "H", "C", "S", "O", "C", "H", "H", "H", "H", "H", "H"], "positions_angstrom": [[-4.6383, -4.1216, 2.8647], [-4.4588, -4.3014, 4.3415], [-3.0399, -4.6166, 4.4764], [-2.4101, -4.1665, 3.3565], [-1.1905, -4.2611, 3.0907], [-3.4328, -3.7266, 2.4494], [-5.2324, -3.2329, 2.6519], [-4.9565, -5.0203, 2.3363], [-5.0627, -5.1294, 4.7129], [-4.8407, -3.4245, 4.8642], [-0.7977, 4.5973, 0.6306], [-0.6024, 5.1656, -0.7388], [-1.2392, 4.2224, -1.5109], [-1.3462, 3.0901, -0.9369], [-1.8931, 2.1150, -1.4824], [-1.0659, 3.2371, 0.3993], [-1.6829, 5.0584, 1.0685], [0.1329, 4.6843, 1.1915], [0.4414, 5.3075, -1.0192], [-1.1348, 6.0818, -0.9938], [3.1028, -2.3669, -3.9653], [3.5971, -2.5223, -5.4614], [3.6637, -1.1960, -6.0020], [2.9207, -0.3204, -5.1155], [2.6384, 0.7973, -5.3927], [2.7157, -1.0042, -3.9312], [3.8124, -2.6721, -3.1963], [2.1399, -2.8768, -3.9363], [2.8816, -3.0906, -6.0556], [4.5528, -3.0454, -5.4283], [-2.7527, 2.3076, 3.3145], [-1.2761, 1.7856, 3.1970], [-1.3280, 0.7909, 2.1620], [-2.5948, 0.5224, 1.8868], [-2.9960, -0.4120, 1.1914], [-3.3943, 1.1883, 2.7059], [-3.0355, 3.1516, 2.6853], [-3.1724, 2.4554, 4.3095], [-0.8090, 1.5642, 4.1566], [-0.6372, 2.5338, 2.7279], [3.7044, 1.2133, -0.6302], [3.1145, 2.1263, 0.4945], [2.4560, 3.1132, -0.2331], [2.8914, 3.1605, -1.4391], [2.5572, 3.9318, -2.3262], [3.8044, 2.2435, -1.5530], [3.0221, 0.4767, -1.0543], [4.6787, 0.7669, -0.4312], [3.7033, 2.7666, 1.1513], [2.4209, 1.4621, 1.0100], [0.6446, -3.2728, -0.1141], [1.5633, -1.6977, -0.1821], [2.5899, -2.1503, -1.3027], [0.2440, -0.7485, -1.1008], [1.2731, -4.1633, -0.1169], [-0.1753, -3.3573, -0.8275], [0.1540, -3.3413, 0.8568], [0.2898, -1.0355, -2.1514], [0.1331, 0.3352, -1.1371], [-0.6476, -0.9782, -0.5175]]}


Record 2
{"formula": "C17H26OOsSiTe4", "method": "ωB97M-V with the def2-TZVPD basis set", "mol_weight_g_mol": 975.11, "e_homo_ev": [-7.5, -7.5], "spin_multiplicity": 1, "gap_ev": [5.63, 5.64], "lumo_energy_ev": [-1.9, -1.9], "fmax_ev_per_a": 0.21, "elements": ["Os", "Te", "Te", "Te", "Te", "C", "Si", "C", "C", "C", "C", "H", "H", "H", "H", "H", "H", "H", "H", "H", "C", "C", "C", "C", "C", "C", "C", "C", "C", "C", "C", "C", "O", "H", "H", "H", "H", "H", "H", "H", "H", "H", "H", "H", "H", "H", "H", "H", "H", "H"], "positions_angstrom": [[-1.0741, 0.0029, 1.3532], [-2.9430, 0.2448, 2.9541], [-5.3581, -0.4833, 1.8358], [-4.7027, 0.4817, -0.5857], [-2.4006, -0.9404, -0.6462], [0.6209, 5.6056, 0.6623], [-0.2249, 4.5152, -0.5921], [-1.8691, 5.2301, -1.1029], [0.8788, 4.2213, -2.0681], [-0.5523, 2.8658, 0.1667], [-0.7956, 1.7512, 0.6073], [0.8327, 6.5918, 0.2432], [1.5652, 5.1642, 0.9854], [-0.0070, 5.7406, 1.5447], [-1.7374, 6.2082, -1.5710], [-2.5265, 5.3526, -0.2407], [-2.3699, 4.5726, -1.8153], [1.1026, 5.1671, -2.5670], [0.3977, 3.5591, -2.7899], [1.8240, 3.7652, -1.7681], [-1.5956, -3.4128, 2.5539], [-0.3768, -4.0513, 1.8950], [0.8301, -3.9947, 2.8379], [0.0174, -3.5402, 0.5181], [0.0715, -4.4591, -0.5217], [0.5747, -4.1163, -1.7666], [1.0948, -2.8545, -1.9603], [1.0702, -1.8806, -0.9590], [1.7989, -0.5807, -1.2834], [0.9651, 0.3622, -2.1547], [2.4387, 0.1619, -0.1108], [0.4524, -2.2301, 0.2477], [0.3024, -1.2729, 1.2373], [-1.9610, -4.0654, 3.3497], [-2.4141, -3.2442, 1.8515], [-1.3406, -2.4637, 3.0169], [-0.6200, -5.1052, 1.7359], [1.1286, -2.9593, 3.0090], [1.6825, -4.5329, 2.4214], [0.5808, -4.4397, 3.8031], [-0.2761, -5.4690, -0.3389], [0.6006, -4.8459, -2.5652], [1.5582, -2.6022, -2.9078], [2.6321, -0.9176, -1.9092], [0.1180, 0.7748, -1.6084], [0.5765, -0.1549, -3.0332], [1.5848, 1.1959, -2.4937], [1.7215, 0.7560, 0.4512], [3.1919, 0.8493, -0.5016], [2.9318, -0.5229, 0.5802]]}


Record 3
{"formula": "C17H27BN3O7P", "method": "ωB97M-V with the def2-TZVPD basis set", "mol_weight_g_mol": 427.20, "e_homo_ev": -8.5, "spin_multiplicity": 1, "gap_ev": 8.30, "lumo_energy_ev": -0.2, "fmax_ev_per_a": 1.02, "elements": ["C", "C", "O", "B", "O", "C", "C", "C", "C", "N", "C", "C", "O", "C", "C", "P", "O", "O", "N", "C", "C", "O", "C", "C", "N", "C", "C", "C", "O", "H", "H", "H", "H", "H", "H", "H", "H", "H", "H", "H", "H", "H", "H", "H", "H", "H", "H", "H", "H", "H", "H", "H", "H", "H", "H", "H"], "positions_angstrom": [[3.4667, -4.3016, -2.1152], [3.3482, -4.2461, -0.6010], [2.2949, -3.3924, -0.1386], [2.3203, -2.0943, -0.5948], [3.5144, -1.4494, -0.8178], [0.9201, -1.4173, -0.8548], [0.4928, -0.9976, -2.1378], [-0.7539, -0.4593, -2.3499], [-1.6628, -0.3103, -1.2858], [-2.9115, 0.1961, -1.5342], [-3.6889, 0.2745, -0.4919], [-5.0788, 0.8095, -0.7252], [-5.3080, 1.9771, 0.0305], [-5.7090, 3.1009, -0.7297], [-3.2800, -0.1055, 0.8301], [-4.3788, 0.0676, 2.3329], [-3.5907, -0.9316, 3.3590], [-5.6916, -0.8273, 1.9049], [-2.0906, -0.5854, 1.0648], [-1.2540, -0.7045, -0.0078], [0.0417, -1.2528, 0.1980], [0.3465, -1.6862, 1.4632], [0.7436, -0.7358, 2.4624], [0.8729, 0.7031, 2.0582], [2.0903, 0.9824, 1.2763], [1.9154, 2.1863, 0.4709], [3.1815, 2.6014, -0.2852], [3.7212, 3.9628, 0.1507], [4.2035, 1.6185, -0.1653], [3.8790, -5.2562, -2.4265], [4.1703, -3.5395, -2.4440], [2.5174, -4.1238, -2.6115], [4.2912, -3.9715, -0.1337], [3.1120, -5.2389, -0.2259], [3.9592, -1.2367, 0.0069], [1.1637, -1.1047, -2.9783], [-1.0344, -0.1637, -3.3487], [-5.8008, 0.0486, -0.4232], [-5.2009, 0.9491, -1.7964], [-6.3488, 3.7132, -0.1020], [-4.8447, 3.6860, -1.0409], [-6.2941, 2.8193, -1.6040], [-3.6371, -1.8462, 3.0502], [-5.4574, -1.6071, 1.3843], [1.6752, -1.0925, 2.9002], [-0.0025, -0.7855, 3.2559], [-0.0176, 1.1022, 1.5823], [0.9613, 1.2661, 2.9957], [2.8067, 1.2014, 1.9593], [1.5618, 3.0410, 1.0629], [1.1322, 1.9630, -0.2535], [2.9312, 2.6969, -1.3433], [3.1817, 4.7867, -0.3081], [3.7496, 4.0567, 1.2337], [4.7535, 4.0336, -0.1864], [4.7171, 1.6198, -0.9725]]}


Record 4
{"formula": "C17H27ClN2O3", "method": "ωB97M-V with the def2-TZVPD basis set", "mol_weight_g_mol": 342.87, "e_homo_ev": -7.9, "spin_multiplicity": 1, "gap_ev": 8.58, "lumo_energy_ev": 0.7, "fmax_ev_per_a": 0.53, "elements": ["C", "C", "O", "C", "C", "C", "Cl", "C", "C", "N", "C", "C", "C", "N", "C", "C", "O", "C", "C", "C", "C", "O", "C", "H", "H", "H", "H", "H", "H", "H", "H", "H", "H", "H", "H", "H", "H", "H", "H", "H", "H", "H", "H", "H", "H", "H", "H", "H", "H", "H"], "positions_angstrom": [[7.2841, -1.1317, 1.7352], [5.9416, -1.4933, 1.1199], [5.3746, -0.3039, 0.6067], [4.1673, -0.3640, -0.0030], [3.4150, -1.5128, -0.1721], [2.1845, -1.4535, -0.8152], [1.2947, -2.9340, -0.9874], [1.6752, -0.2675, -1.3118], [0.3112, -0.1963, -1.9586], [-0.7946, -0.3200, -1.0251], [-0.8465, 0.7257, -0.0194], [-2.0539, 0.5220, 0.8911], [-3.3640, 0.5922, 0.1028], [-4.4976, 0.3300, 0.9767], [-5.7221, 1.0305, 0.6317], [-6.4467, 0.3965, -0.5627], [-6.7360, -0.9629, -0.3110], [-5.5554, -1.6864, -0.0298], [-4.7964, -1.0816, 1.1601], [2.4378, 0.8864, -1.1323], [3.6640, 0.8638, -0.4945], [4.4597, 1.9468, -0.2856], [4.0191, 3.1994, -0.7474], [7.1425, -0.4012, 2.5266], [7.9326, -0.6991, 0.9788], [7.7548, -2.0201, 2.1464], [5.2796, -1.9293, 1.8812], [6.0787, -2.2257, 0.3119], [3.7653, -2.4654, 0.1893], [0.2076, -1.0023, -2.6905], [0.2016, 0.7597, -2.4782], [-0.7473, -1.2264, -0.5678], [-0.9400, 1.6810, -0.5471], [0.0694, 0.7688, 0.5957], [-1.9719, -0.4500, 1.3803], [-2.0614, 1.2853, 1.6697], [-3.2950, -0.1034, -0.7437], [-3.4689, 1.6008, -0.3034], [-5.4959, 2.0776, 0.4242], [-6.3807, 0.9812, 1.5053], [-7.4079, 0.8821, -0.7402], [-5.8249, 0.4848, -1.4680], [-5.8721, -2.7067, 0.1927], [-4.9093, -1.7004, -0.9217], [-3.8694, -1.6312, 1.3232], [-5.4183, -1.1692, 2.0567], [2.0414, 1.8143, -1.5129], [4.8023, 3.9040, -0.4726], [3.8917, 3.2067, -1.8350], [3.0802, 3.4984, -0.2694]]}


> Which formula does entry 2 have?

C17H26OOsSiTe4